{"formula": "C5H10O2", "method": "wB97M-V/def2-TZVPD", "homo_energy_ev": -8.93, "smiles": "C=C(C)O.CC=O", "charge": 0, "homo_lumo_gap_ev": 9.867, "lumo_ev": 0.93, "de_lowest_kj_mol": 179.2, "largest_force_ev_per_a": 0.5, "species": ["C", "C", "O", "C", "C", "C", "O", "H", "H", "H", "H", "H", "H", "H", "H", "H", "H"], "xyz": [[2.001, -0.006, -0.875], [1.279, -1.318, -0.738], [1.239, -1.959, 0.291], [-1.179, 0.120, 0.638], [-1.160, 1.516, 1.184], [-1.479, -0.188, -0.630], [-0.854, -0.779, 1.598], [1.646, 0.551, -1.745], [3.073, -0.205, -0.997], [1.870, 0.587, 0.035], [-0.203, 1.705, 1.683], [-1.946, 1.631, 1.938], [-1.314, 2.256, 0.397], [-1.561, -1.217, -0.970], [0.790, -1.707, -1.654], [-1.713, 0.595, -1.343], [-0.489, -1.581, 1.189]]}

{"formula": "C3H17HfO7", "method": "wB97M-V/def2-TZVPD", "homo_energy_ev": -12.14, "charge": 1, "homo_lumo_gap_ev": 8.617, "lumo_ev": -3.53, "de_lowest_kj_mol": 29.2, "largest_force_ev_per_a": 4.1, "species": ["Hf", "C", "O", "H", "H", "H", "C", "O", "H", "H", "H", "C", "O", "H", "H", "H", "O", "H", "H", "O", "H", "H", "O", "H", "H", "O", "H", "H"], "xyz": [[-15.623, 12.460, 9.228], [-18.878, 12.647, 9.336], [-17.550, 12.251, 9.145], [-19.522, 12.263, 8.588], [-18.897, 13.708, 9.402], [-19.076, 12.156, 10.312], [-12.542, 11.760, 10.307], [-13.869, 11.943, 9.964], [-12.488, 12.134, 11.320], [-12.050, 12.422, 9.646], [-12.436, 10.696, 10.091], [-15.921, 15.384, 10.667], [-15.416, 14.282, 9.956], [-15.779, 15.229, 11.690], [-16.928, 15.297, 10.363], [-15.552, 16.354, 10.367], [-15.816, 10.365, 9.207], [-15.111, 9.928, 9.674], [-16.308, 9.710, 8.663], [-14.521, 11.600, 7.450], [-14.818, 10.686, 7.217], [-13.565, 11.483, 7.571], [-16.106, 13.589, 7.444], [-15.693, 13.516, 6.574], [-16.404, 14.514, 7.413], [-16.122, 12.204, 11.350], [-16.724, 11.513, 11.642], [-15.599, 12.485, 12.147]]}